{"formula": "C43H87F2N11O5S2", "method": "ωB97M-V/def2-TZVPD", "gap_ev": 3.35, "e_lumo_ev": -6.73, "total_charge": 4, "elements": ["S", "S", "F", "F", "O", "O", "O", "O", "O", "N", "N", "N", "N", "N", "N", "N", "N", "N", "N", "N", "C", "C", "C", "C", "C", "C", "C", "C", "C", "C", "C", "C", "C", "C", "C", "C", "C", "C", "C", "C", "C", "C", "C", "C", "C", "C", "C", "C", "C", "C", "C", "C", "C", "C", "C", "C", "C", "C", "C", "C", "C", "C", "C", "H", "H", "H", "H", "H", "H", "H", "H", "H", "H", "H", "H", "H", "H", "H", "H", "H", "H", "H", "H", "H", "H", "H", "H", "H", "H", "H", "H", "H", "H", "H", "H", "H", "H", "H", "H", "H", "H", "H", "H", "H", "H", "H", "H", "H", "H", "H", "H", "H", "H", "H", "H", "H", "H", "H", "H", "H", "H", "H", "H", "H", "H", "H", "H", "H", "H", "H", "H", "H", "H", "H", "H", "H", "H", "H", "H", "H", "H", "H", "H", "H", "H", "H", "H", "H", "H", "H"], "coordinates": [[-5.4367, 5.2281, -6.9359], [-5.1451, 4.9005, -4.6025], [-3.9469, 4.8707, -3.5211], [-4.7668, 6.0979, -8.2026], [-0.2862, -0.4273, 0.5734], [-6.0616, 5.8226, -3.9552], [-5.5959, 3.4955, -4.6842], [-5.3219, 3.9257, -7.6762], [-6.7525, 5.8108, -6.6636], [-4.6487, -3.0814, 8.8406], [-3.5594, 7.4548, 2.7510], [2.5912, -8.0474, -1.7916], [-7.2192, -3.0848, 1.1703], [3.7428, -6.8115, -3.2841], [-1.4075, 6.9081, 2.7346], [2.0707, 5.7086, -7.4825], [-2.9305, -1.7855, 8.1939], [7.1229, -4.0296, 4.2185], [-9.2469, -2.2416, 1.7523], [-4.3495, 5.5303, -5.9415], [7.0860, -3.4207, 5.6300], [1.0840, 0.9872, -0.7405], [5.8211, -4.7246, 3.8693], [0.3963, -0.3680, -0.6431], [-8.3560, -1.1960, 1.4205], [6.9671, -1.2349, 1.5286], [7.6493, -3.0556, 3.1365], [1.5640, 4.4081, -8.0407], [1.4016, -8.6264, -1.1706], [-3.6312, -2.1806, 9.2788], [-10.6407, -2.1932, 2.1492], [-8.4671, -3.3799, 1.6061], [-2.3135, 7.9874, 2.7818], [2.0087, 7.6328, -8.9788], [4.5783, -4.5569, -4.0317], [3.9037, -8.4082, -1.6478], [-5.6434, -3.6603, 9.6454], [5.9137, -6.1425, 4.3276], [2.5367, -6.9378, -2.6510], [-2.1116, 5.7335, 2.5973], [-1.9475, -0.6883, 8.2547], [1.1820, 6.8980, -7.9491], [-0.6130, -1.1810, 7.6767], [-6.2198, -4.0352, 0.8933], [-4.5884, -3.2042, 7.5162], [6.7641, -1.8037, 2.8914], [4.0653, -5.9528, -4.4491], [0.5448, 7.5594, 1.4146], [3.3733, 7.4803, -8.3383], [0.0559, 6.9452, 2.7374], [-4.7699, 8.3251, 2.8675], [-3.4770, 6.1055, 2.4643], [3.4141, 6.0512, -7.9076], [-0.4929, -0.5299, -1.8886], [1.7461, 1.8823, -8.4544], [4.6176, -7.5992, -2.5462], [1.9724, 5.6784, -5.9105], [8.1381, -5.2395, 4.2847], [-11.6054, -2.4415, 0.9242], [-3.4995, -2.3595, 7.0862], [2.4040, 3.1338, -7.9199], [-7.1199, -1.7163, 1.1028], [7.3318, -6.4749, 3.9278], [-3.5227, -1.7551, 10.2656], [7.9709, -1.3463, 1.1186], [1.9589, 7.0740, -9.9133], [2.3777, 1.0307, -8.7074], [2.3966, 6.5981, -5.5077], [2.6032, 4.8777, -5.5243], [0.3426, 5.9062, 2.8997], [3.3016, 3.3117, -8.5122], [1.6208, -9.0038, -0.1718], [4.1305, 7.8101, -9.0496], [-1.9341, -0.3532, 9.2918], [-8.5138, -0.1494, 1.6352], [1.6588, 1.2847, 0.1365], [-8.7659, -4.3945, 1.8247], [0.2245, -0.5206, 7.9013], [4.8056, -6.4344, -5.0880], [-4.6476, 9.3712, 2.5869], [-5.1906, 8.2945, 3.8726], [8.0326, -2.9243, 5.8438], [5.4816, -4.6807, -3.4344], [-0.4206, -2.1676, 8.0982], [3.5605, 5.3965, -8.7667], [-10.8078, -1.2383, 2.6476], [-3.1719, -2.0455, 6.1062], [5.6815, -1.9260, 2.9248], [0.2262, 6.5788, -8.3646], [-12.6783, -2.3146, 1.0687], [-5.2214, -3.6243, 1.0434], [0.9239, 5.5713, -5.6327], [1.1907, 2.0643, -9.3745], [-6.3139, -4.9407, 1.4927], [5.7605, -6.3398, 5.3886], [-2.3626, 0.2096, 7.7970], [-5.3925, -3.7238, 7.0162], [6.6557, -4.1671, 6.2977], [-4.3468, 5.4775, 2.3401], [-6.1094, -2.8763, 10.2423], [-6.1819, -1.2968, 0.7704], [0.2559, 8.6099, 1.3817], [7.0325, -1.0081, 3.5865], [-6.3489, -4.2950, 9.1091], [7.6506, -7.4455, 4.3077], [3.8165, -4.0685, -3.4239], [3.4407, 8.1349, -7.4694], [0.1938, 7.0993, 0.4908], [-11.4989, -3.4877, 0.6371], [-1.0024, -1.4918, -1.9465], [0.5788, 4.3771, -7.5755], [-11.2671, -1.8917, 0.0460], [2.6694, 2.9938, -6.8720], [5.0488, -4.0687, 4.2710], [0.9949, 7.4933, -7.0554], [-1.8882, 8.9768, 2.8637], [5.6485, -7.5825, -2.8677], [0.9879, -9.3637, -1.8586], [0.4760, 1.8838, -0.8612], [8.5972, -5.2648, 5.2730], [0.9463, 1.5420, -7.7967], [6.3377, -2.6289, 5.6637], [5.7799, -4.6713, 2.7814], [-6.2758, -4.3105, -0.1599], [1.6795, 1.0163, -1.6530], [-10.7776, -2.8954, 2.9715], [0.1058, -0.4747, -2.7978], [1.6157, -6.4540, -2.9411], [-1.6295, 4.7718, 2.5016], [-0.5647, -1.2045, 6.5880], [1.6978, 8.6773, -8.9578], [8.6537, -2.8044, 3.4774], [0.4449, 7.5578, 3.5507], [7.3646, -6.5780, 2.8432], [1.1079, -1.1875, -0.5434], [-1.2645, 0.2223, -2.0525], [7.7892, -3.6148, 2.2114], [6.2920, -1.6568, 0.7840], [1.6311, 7.4893, 1.3594], [8.9567, -4.9918, 3.6089], [5.2235, -6.7766, 3.7712], [-5.1297, -4.4058, 10.2523], [0.5856, -7.9310, -0.9736], [6.7759, -0.1630, 1.5785], [4.1933, 5.8448, -7.1739], [3.1739, -5.8128, -5.0608], [1.3865, 4.6679, -9.0843], [-5.5147, 7.8452, 2.2325], [4.6693, -3.8359, -4.8441], [4.1611, -9.2127, -0.9749]], "forces_ev_per_a": [[-2.9, -2.0, -9.4], [-1.4, -0.7, 2.8], [0.3, -0.1, -0.9], [-0.6, 0.4, 1.5], [-0.3, -0.1, -0.5], [1.3, -0.8, -0.9], [1.4, 2.8, -0.2], [-0.9, 2.5, 2.8], [2.2, -1.1, -0.5], [3.4, 3.2, 0.4], [1.4, 2.0, -0.9], [-0.2, 3.8, -1.2], [-3.2, 1.2, 1.7], [-1.4, -0.5, 2.7], [-2.5, 1.2, 0.4], [-1.4, 0.2, 3.2], [-2.4, -0.6, 1.0], [1.6, -1.0, 0.6], [4.4, -1.2, -1.0], [0.8, -0.9, 5.0], [-1.2, 0.6, -1.4], [0.9, 0.7, -0.7], [-0.3, 1.9, -0.1], [-2.1, 1.0, 2.4], [0.6, -0.3, 0.6], [0.5, 0.7, -1.4], [-1.1, 0.2, 0.7], [-1.2, 0.3, -0.5], [-0.5, -0.2, 0.3], [-1.7, -1.7, -1.6], [-1.6, 0.3, -0.1], [-0.6, 1.1, -0.2], [1.9, -3.6, 0.4], [0.0, -0.4, 1.4], [-0.8, -0.4, 0.7], [0.3, 1.2, -1.6], [-0.5, -1.4, 1.9], [0.0, -0.6, 0.0], [0.6, -2.7, -0.7], [-2.4, 1.7, -0.9], [0.4, 0.2, -0.2], [-0.6, -0.3, -0.1], [0.1, 0.4, 0.2], [1.6, -1.3, -1.0], [2.5, 2.4, -1.5], [0.4, -0.3, 0.6], [0.2, 1.4, -0.3], [0.4, -0.2, 0.1], [0.4, 1.3, -0.6], [0.1, 0.4, -0.9], [-0.8, -1.2, -0.2], [2.0, -0.6, 1.5], [1.6, -0.5, -1.3], [0.2, -0.5, -0.6], [-1.6, -0.2, -0.5], [-0.2, -1.1, -0.4], [0.5, 0.0, -1.2], [0.4, 0.6, 0.2], [1.1, -0.7, 0.3], [-1.6, -1.3, 0.1], [0.6, 0.8, 0.2], [-1.0, -0.2, -0.3], [0.3, -0.3, -0.7], [0.0, -0.4, 0.0], [0.2, 0.0, 0.2], [-0.1, 0.7, -0.3], [0.4, 0.3, 0.4], [-0.2, 0.1, -0.3], [-0.3, -0.2, -0.2], [0.3, 0.2, -0.1], [0.3, -0.1, 0.3], [0.3, -0.4, -0.4], [0.4, -0.4, 0.3], [0.5, -0.6, 0.2], [-0.6, -0.1, -0.4], [0.4, -0.7, 0.1], [-0.3, 0.1, -0.1], [-0.2, 0.1, 0.5], [-0.1, -0.4, 0.3], [0.6, -0.3, -0.2], [0.4, -0.1, 0.1], [0.1, -0.7, 0.3], [0.1, 0.4, -0.2], [0.2, 0.0, -0.2], [0.6, 0.2, -0.1], [0.1, 0.2, -0.4], [0.0, -0.4, 0.0], [0.0, -0.7, 0.7], [0.1, -0.5, 0.4], [0.3, 0.4, 0.5], [-0.2, 0.2, 0.2], [0.2, -0.1, -0.1], [0.2, 0.3, -0.3], [-0.2, 0.2, 0.0], [-0.1, 0.4, 0.1], [0.0, -0.3, -0.7], [0.5, -0.1, -0.3], [0.9, -0.2, 0.2], [0.1, 0.2, 0.0], [-0.2, -0.4, 0.1], [-0.3, 0.4, 0.1], [0.1, 0.0, 0.0], [-0.1, -0.3, 0.4], [-0.1, 0.7, -0.4], [0.4, 0.4, 0.3], [0.0, -0.2, 0.4], [0.0, 0.1, 0.1], [-0.4, -0.3, 0.3], [0.1, -0.2, 0.0], [0.0, -0.2, 0.3], [-0.1, -0.7, -0.1], [-0.1, 0.4, 0.2], [0.3, -0.1, 0.0], [-0.3, -0.4, 0.0], [0.0, 0.0, -0.2], [-0.9, 0.2, 0.1], [0.0, -0.3, 0.4], [0.2, -0.3, 0.3], [-1.1, -0.4, -0.1], [-0.4, 0.0, 0.1], [0.2, -0.1, 0.3], [0.0, 0.2, -0.5], [-0.2, -0.1, 0.0], [0.0, -0.1, 0.0], [0.8, 0.0, -0.1], [-0.1, -0.4, -0.3], [0.3, 0.0, -0.3], [0.1, 0.0, 0.0], [-0.1, 0.1, 0.0], [-0.6, -0.3, 0.0], [-0.1, -0.2, -0.8], [-0.1, 0.3, 0.0], [-0.3, -0.1, 0.2], [0.0, -0.1, -0.2], [0.9, -0.3, -1.0], [0.0, 0.3, 0.6], [-0.3, -0.3, 0.1], [-0.1, -0.1, 0.1], [0.0, 0.2, 0.2], [-0.2, -0.3, -0.1], [-0.2, 0.1, 0.1], [-0.2, 0.2, 0.7], [0.4, 0.6, -0.4], [-0.1, 0.0, -0.2], [-0.3, -0.2, 0.1], [-0.1, -0.4, 0.2], [0.0, -0.3, -0.2], [0.0, 0.4, -0.2], [0.5, -0.6, -0.3], [0.3, 0.2, -0.2]]}